No. 1
59
Properties=species:S:1:pos:R:3:forces:R:3:lowdin_charge:R:1 method="wB97M-V/def2-TZVPD" total_charge=+1 homo_ev=-9.6
In 0.524 0.075 0.625 -0.02 -0.04 0.03 0.469
C 3.772 -0.185 -1.086 0.00 0.00 0.00 -0.165
C 3.906 0.338 0.343 0.00 -0.01 0.00 -0.154
O 2.921 1.335 0.642 0.00 0.00 0.00 -0.217
C 2.982 2.508 -0.149 0.00 0.03 -0.02 -0.157
C 1.593 3.107 -0.164 0.02 0.01 0.01 -0.136
O 0.618 2.171 -0.645 -0.01 0.01 0.00 -0.192
C 0.611 2.079 -2.077 -0.02 -0.01 0.00 -0.137
C -0.385 1.015 -2.487 -0.01 -0.02 -0.03 -0.151
O -0.214 -0.183 -1.742 0.02 0.01 0.00 -0.242
C 0.529 -1.240 -2.365 0.00 0.00 -0.01 -0.148
C 1.994 -0.876 -2.557 -0.01 0.01 0.00 -0.157
O 2.393 -0.172 -1.400 -0.01 -0.01 -0.01 -0.251
H 4.170 -1.203 -1.119 0.00 0.00 0.01 0.141
H 4.326 0.421 -1.814 0.00 0.00 0.00 0.133
H 4.911 0.734 0.514 0.00 0.00 0.00 0.141
H 3.698 -0.468 1.043 0.00 0.00 -0.01 0.076
H 3.312 2.277 -1.164 0.00 -0.01 0.01 0.124
H 3.686 3.230 0.277 0.00 -0.01 0.00 0.148
H 1.568 4.011 -0.776 0.00 0.00 0.00 0.144
H 1.285 3.373 0.846 0.00 0.01 -0.01 0.122
H 1.611 1.838 -2.432 0.01 0.00 0.00 0.122
H 0.301 3.044 -2.490 0.01 0.00 -0.01 0.148
H -0.292 0.824 -3.559 -0.01 0.00 0.00 0.149
H -1.406 1.356 -2.305 0.00 0.00 0.01 0.101
H 0.061 -1.500 -3.318 0.01 -0.01 0.00 0.142
H 0.449 -2.073 -1.668 0.00 0.01 0.01 0.091
H 2.154 -0.258 -3.450 0.01 0.01 0.01 0.136
H 2.569 -1.799 -2.678 0.00 -0.01 0.00 0.144
N -1.687 0.535 0.604 -0.04 0.12 -0.17 -0.037
C -2.403 1.150 1.743 0.00 -0.06 0.01 -0.213
C -2.265 0.338 3.034 0.00 0.06 0.06 -0.169
C -1.255 0.867 4.058 -0.01 -0.06 -0.04 -0.189
C 0.215 0.639 3.757 0.01 0.05 0.01 -0.241
N 0.681 1.403 2.563 0.01 -0.04 -0.01 -0.016
H -1.917 1.059 -0.241 0.08 -0.08 0.16 0.044
H -2.075 -0.407 0.422 -0.02 0.02 0.00 0.029
H -3.458 1.234 1.473 -0.01 0.00 0.01 0.111
H -2.031 2.168 1.879 0.00 0.00 0.00 0.114
H -2.041 -0.705 2.789 0.03 0.00 -0.01 0.119
H -3.240 0.327 3.521 0.00 -0.02 0.00 0.117
H -1.451 0.375 5.013 -0.01 0.00 -0.01 0.121
H -1.441 1.933 4.233 0.01 0.01 -0.01 0.119
H 0.415 -0.416 3.558 0.00 0.00 0.01 0.056
H 0.807 0.933 4.626 0.00 0.01 0.00 0.123
H 1.693 1.493 2.597 0.00 0.00 0.00 0.087
H 0.305 2.347 2.593 -0.02 -0.01 0.03 0.094
Se 1.275 -2.104 1.280 -0.04 0.00 0.02 0.118
I -4.366 -0.236 -1.800 -0.01 0.02 -0.03 0.919
C -3.517 -2.099 -1.310 -0.06 -0.02 -0.05 -0.765
C -3.886 -3.214 -2.046 0.01 -0.01 0.02 -0.129
C -3.313 -4.425 -1.689 -0.01 0.01 -0.01 -0.050
C -2.411 -4.464 -0.637 0.01 -0.01 0.01 -0.040
C -2.113 -3.287 0.028 0.00 -0.01 0.00 -0.128
N -2.666 -2.115 -0.306 0.06 0.01 0.04 0.001
H -4.593 -3.136 -2.858 0.00 0.00 0.00 0.096
H -3.571 -5.325 -2.231 0.00 0.00 0.00 0.117
H -1.941 -5.388 -0.331 0.00 0.00 0.00 0.114
H -1.392 -3.257 0.836 0.00 0.00 0.00 0.050

=====

No. 2
60
Properties=species:S:1:pos:R:3:forces:R:3:lowdin_charge:R:1 method="wB97M-V/def2-TZVPD" total_charge=+2 homo_ev="-14.7 / -14.7"
C 6.762 -2.462 -3.182 0.01 -0.11 0.02 -0.091
C 5.498 -2.701 -2.407 -0.37 -3.64 1.14 -0.771
H 7.333 -3.403 -3.258 -0.37 0.39 0.11 0.109
H 7.354 -1.697 -2.672 -0.06 -0.04 -0.07 0.089
H 6.506 -2.091 -4.177 0.03 0.01 0.10 0.090
O 5.108 -3.737 -1.921 0.81 3.26 -1.29 0.042
I 4.292 -0.848 -2.202 -0.32 0.26 0.12 0.670
Lu 0.061 0.129 -0.066 1.73 5.89 -2.48 1.408
P -1.072 -0.449 -2.148 -2.24 -1.25 -1.97 0.629
C -2.445 -1.575 -2.066 -0.83 -0.62 -0.08 -0.242
C -1.666 1.089 -2.866 -0.05 0.76 0.22 -0.217
H -2.065 0.854 -3.853 0.07 0.13 -0.12 0.083
H -0.391 -1.216 -4.270 0.25 -0.05 -0.03 0.077
H -0.851 1.814 -2.939 0.00 -0.01 -0.32 0.059
H 0.980 -0.451 -3.390 -0.15 -0.20 -0.19 0.027
H -3.232 -1.178 -1.405 0.49 -0.16 -0.47 0.042
H -2.465 1.519 -2.240 0.40 -0.35 -0.48 0.041
C 0.111 -1.118 -3.302 0.56 -0.28 -0.38 -0.259
H -2.840 -1.680 -3.079 -0.12 -0.23 0.07 0.079
H 0.463 -2.102 -2.963 -0.08 0.19 -0.18 0.065
H -2.127 -2.546 -1.681 0.08 -0.06 -0.24 0.064
P 1.262 0.618 1.997 0.62 0.07 3.20 0.629
C 0.693 -0.146 3.497 -0.19 -0.38 0.97 -0.237
C 2.984 0.197 1.795 0.70 -0.21 -0.16 -0.260
H 1.549 2.913 1.331 0.25 0.10 0.18 0.060
H 1.837 2.638 3.084 0.10 0.14 -0.08 0.082
H 0.168 2.721 2.440 0.51 -0.23 0.03 0.040
C 1.199 2.399 2.231 -0.28 0.65 -0.32 -0.214
H 3.384 0.650 0.877 0.11 -0.08 0.29 0.027
H 3.521 0.575 2.670 0.17 -0.09 -0.19 0.077
H 1.326 0.216 4.309 -0.03 -0.21 0.17 0.078
H 0.751 -1.233 3.426 0.26 0.01 0.06 0.064
H 3.106 -0.892 1.725 0.06 0.26 0.07 0.065
H -0.352 0.130 3.699 0.60 -0.04 -0.12 0.037
C -1.159 -1.150 0.947 -9.20 -8.80 7.47 -0.139
O -1.924 -1.863 1.563 5.81 5.35 -4.66 0.179
C -2.403 3.707 4.808 0.34 0.03 0.29 -0.091
C -3.066 3.895 3.457 0.08 -0.19 -0.17 -0.144
C -3.499 2.596 2.666 -0.38 0.63 -0.11 -0.266
C -4.411 1.593 3.500 -0.21 -0.05 -0.40 -0.128
C -3.751 0.651 4.484 0.20 -0.16 0.42 -0.082
C -4.419 3.049 1.582 -2.20 0.80 0.05 -0.414
O -5.349 3.817 1.731 1.08 -0.45 -0.11 0.140
N -4.321 2.338 0.397 1.05 0.19 0.41 0.216
C -3.322 1.433 0.109 -3.41 -1.45 -3.51 -0.488
O -3.625 0.672 -0.860 1.72 1.29 2.09 -0.052
N -2.162 1.365 0.816 0.71 -0.47 -0.77 0.109
C -2.326 1.849 2.054 3.52 -0.65 6.10 -0.347
O -1.430 1.583 2.973 -2.43 0.60 -3.97 -0.119
H -3.104 3.265 5.523 0.24 0.01 -0.09 0.077
H -2.135 4.694 5.206 -0.08 -0.17 -0.09 0.088
H -1.484 3.109 4.754 -0.36 0.11 0.12 0.066
H -3.967 4.504 3.646 0.19 -0.44 -0.52 0.131
H -2.412 4.488 2.791 -0.25 -0.18 0.18 0.130
H -5.207 2.188 3.988 0.52 -0.10 -0.34 0.147
H -4.918 0.932 2.774 -0.03 0.41 0.08 0.129
H -3.219 1.157 5.298 -0.08 -0.19 -0.31 0.074
H -4.534 0.028 4.935 0.16 0.15 -0.08 0.094
H -3.060 -0.027 3.968 -0.03 0.10 0.20 0.061
H -5.103 2.428 -0.252 0.36 -0.27 0.14 0.189

=====

| no. | DFT total energy (Eh) |
| --- | --- |
| 1 | -4021.2616 |
| 2 | -3367.9792 |